A 7-piece molecular cluster, C14H28O28S7 overall at a distorted geometry, computed with ωB97M-V/def2-TZVPD.

```
77
C14H28O28S7 | the Open Molecules 2025 dataset | ωB97M-V/def2-TZVPD
O -8.268 19.953 -0.042
S -7.884 18.902 0.827
O -7.352 19.260 2.148
O -9.210 17.858 0.850
C -8.987 16.616 0.338
C -7.372 16.514 0.244
O -6.897 17.764 0.089
H -9.411 15.705 0.761
H -9.422 16.740 -0.653
H -6.970 15.918 -0.575
H -7.063 16.084 1.197
O -9.819 25.640 0.294
S -10.247 24.236 0.094
O -9.475 23.165 0.759
O -11.871 24.109 0.243
C -12.466 23.085 -0.604
C -11.569 23.069 -1.899
O -10.336 23.673 -1.436
H -12.494 22.100 -0.138
H -13.444 23.559 -0.687
H -12.044 23.775 -2.580
H -11.314 22.087 -2.297
O -12.387 22.255 -4.653
S -12.496 22.419 -6.113
O -12.844 21.301 -6.939
O -13.325 23.769 -6.466
C -12.654 25.008 -6.362
C -11.234 24.599 -6.532
O -11.259 23.207 -6.770
H -13.118 25.582 -7.163
H -12.851 25.356 -5.348
H -10.576 24.877 -5.708
H -10.755 24.953 -7.444
O -12.614 16.440 -0.387
S -12.722 17.352 -1.542
O -14.101 17.854 -1.901
O -11.786 18.663 -1.277
C -11.547 19.300 -2.459
C -11.028 18.108 -3.269
O -11.708 16.941 -2.808
H -12.336 19.841 -2.982
H -10.813 20.066 -2.207
H -10.066 17.926 -2.790
H -10.961 18.208 -4.352
O -10.440 13.307 2.558
S -10.150 14.664 3.151
O -8.786 15.099 3.414
O -11.035 15.959 2.492
C -12.394 15.823 2.698
C -12.436 15.327 4.220
O -11.154 14.788 4.447
H -13.010 16.721 2.656
H -12.680 14.972 2.079
H -13.086 14.461 4.343
H -12.623 16.086 4.981
O -12.301 17.752 -8.322
S -13.165 17.143 -7.245
O -12.909 15.758 -7.026
O -13.222 18.087 -5.886
C -14.330 17.835 -5.160
C -15.373 17.749 -6.249
O -14.755 17.370 -7.421
H -14.157 16.865 -4.692
H -14.553 18.529 -4.350
H -15.774 18.687 -6.634
H -16.202 17.187 -5.819
O -13.242 21.020 4.642
S -12.111 21.299 3.799
O -11.327 22.554 3.839
O -10.969 20.028 3.870
C -11.442 18.869 3.253
C -12.235 19.442 2.031
O -12.534 20.861 2.320
H -10.555 18.254 3.097
H -12.069 18.381 3.999
H -13.183 18.959 1.795
H -11.650 19.336 1.118
```

Its SMILES is O=S1(=O)OCCO1.O=S1(=O)OCCO1.O=S1(=O)OCCO1.O=S1(=O)OCCO1.O=S1(=O)OCCO1.O=S1(=O)OCCO1.O=S1(=O)OCCO1. As for the LUMO energy: -0.166 eV. The calculation puts the total energy at -5443.8891 hartree. The calculation puts the HOMO-LUMO gap at 10.67 eV. The largest force on an atom is 0.101 hartree/bohr. The highest occupied orbital energy is -10.8 eV.

***

A 2-piece molecular cluster, C2H4N2O overall at a distorted geometry, computed with ωB97M-V/def2-TZVPD.

```
9
C2H4N2O | the Open Molecules 2025 dataset | ωB97M-V/def2-TZVPD
N -1.704 0.800 0.198
C -2.580 0.020 0.006
O -3.552 -0.596 -0.137
H -0.695 0.779 0.125
C 1.774 -0.542 0.155
N 1.131 0.490 -0.135
H 2.728 -0.849 -0.279
H 1.357 -1.203 0.907
H 1.542 1.101 -0.839
```

Its SMILES is N=C=O.C=N. As for the LUMO energy: 0.766 eV. The calculation puts the total energy at -263.3411 hartree. The calculation puts the HOMO-LUMO gap at 11.14 eV. The largest force on an atom is 0.024 hartree/bohr. The highest occupied orbital energy is -10.4 eV.

***

H24Ne2O12 as an isolated structure, computed with ωB97M-V/def2-TZVPD.

```
38
H24Ne2O12 | the Open Molecules 2025 dataset | ωB97M-V/def2-TZVPD
Ne -2.407 -0.556 -2.627
Ne 0.091 -0.220 -0.146
O 3.494 0.394 -0.226
H 4.255 -0.168 -0.078
H 3.747 1.242 0.140
O 2.824 -0.584 -2.810
H 2.422 0.206 -3.171
H 2.739 -0.485 -1.862
O 2.080 -0.951 1.775
H 2.833 -1.223 2.300
H 2.453 -0.392 1.093
O -3.546 1.874 0.099
H -3.200 1.530 0.922
H -2.781 1.939 -0.474
O 0.565 -3.074 0.694
H 1.189 -2.368 0.862
H -0.274 -2.629 0.574
O -1.221 2.682 -1.443
H -1.342 3.414 -2.048
H -0.991 3.095 -0.610
O 1.013 2.501 2.583
H 1.688 2.228 3.205
H 0.284 1.902 2.742
O -2.860 0.853 2.512
H -3.189 0.975 3.403
H -2.102 0.277 2.614
O -0.364 -0.292 3.163
H -0.214 -0.299 4.108
H 0.442 -0.647 2.789
O 1.256 2.111 -2.981
H 0.641 2.289 -2.270
H 0.701 1.886 -3.728
O -1.287 -2.945 -3.113
H -0.969 -3.841 -2.995
H -0.499 -2.404 -3.066
O -2.327 -2.783 -0.289
H -3.210 -2.494 -0.519
H -1.934 -3.042 -1.122
```

As for the LUMO energy: -0.337 eV. The calculation puts the total energy at -1175.1670 hartree. The calculation puts the HOMO-LUMO gap at 9.77 eV. The largest force on an atom is 0.018 hartree/bohr. The highest occupied orbital energy is -10.1 eV.

***

A 2-piece molecular cluster, C4H5NOS overall at a distorted geometry, computed with ωB97M-V/def2-TZVPD.

```
12
C4H5NOS | the Open Molecules 2025 dataset | ωB97M-V/def2-TZVPD
C -0.399 -0.463 0.825
C 0.294 -0.629 -0.354
C 1.446 0.183 -0.714
S 1.829 1.499 0.098
H -1.066 -1.228 1.084
H -0.040 0.208 1.539
H 0.100 -1.317 -1.069
H 1.814 -0.030 -1.645
N -1.342 2.111 -0.031
C -2.004 1.146 -0.116
O -2.957 0.570 -0.514
H -0.345 2.410 0.032
```

Its SMILES is C=CC=S.N=C=O. As for the LUMO energy: -1.522 eV. The calculation puts the total energy at -683.5101 hartree. The calculation puts the HOMO-LUMO gap at 7.80 eV. The largest force on an atom is 0.099 hartree/bohr. The highest occupied orbital energy is -9.3 eV.